The following is a quantum chemistry calculation of a cluster of 2 separate species, C3H10N2S in total at a distorted geometry, from the Open Molecules 2025 dataset.

```
! wB97M-V def2-TZVPD RIJCOSX def2/J DEFGRID3
* xyz 0 1
S -1.519 -0.123 -1.413
N 1.705 0.809 0.295
N 2.191 -0.511 -1.595
C -1.677 0.664 0.175
C 2.385 -0.078 -0.291
C -2.176 -0.187 1.325
H -0.743 1.179 0.405
H 1.437 -0.205 -2.187
H -2.403 1.465 0.017
H 2.742 -1.317 -1.858
H -1.438 -0.459 2.095
H 3.223 -0.692 0.069
H -2.816 0.403 1.996
H 2.225 1.066 1.126
H -0.460 -0.910 -1.198
H -2.676 -1.104 1.038
*
```

Relative energy (zero: lowest compared OMol25 entry of this formula, charge and spin) in kJ/mol: 50.0
HOMO level in eV: -8.78
HOMO-LUMO gap in Ha: 0.352
Strongest force on any atom in eV/Å: 2.256
SMILES: [H]/N=C/N.CCS
Calculated total energy in eV: -17088.08564

Atomic partial charges in e from the Löwdin method, atoms 1 to 6: 0.688, 0.070, 0.063, -0.660, -0.386, -0.180


The following is a quantum chemistry calculation of a cluster of 4 separate species, C7H24INO8P in total at a distorted geometry, from the Open Molecules 2025 dataset.

```
! wB97M-V def2-TZVPD RIJCOSX def2/J DEFGRID3
* xyz 1 1
I -0.012 -2.320 -4.543
P 2.146 -3.674 -2.310
O 2.937 -2.539 -3.085
O 3.607 -0.786 2.264
O 1.820 -3.187 -0.831
O -2.398 3.858 3.794
O -0.235 2.100 3.460
O -0.236 1.619 -3.329
O 0.955 -1.129 1.328
O -1.521 1.803 -0.829
N 0.469 -3.822 -3.128
C -0.409 3.217 2.597
C -0.679 -3.962 -2.137
C -2.214 1.346 -1.977
C -1.628 1.950 -3.234
C 2.540 -1.073 3.159
C -1.875 3.577 2.495
C 1.231 -0.542 2.619
H 1.649 -2.225 -0.745
H -1.235 -3.047 -2.110
H -1.326 -4.747 -2.485
H -2.025 4.435 1.834
H -2.134 0.247 -2.021
H -3.263 1.617 -1.867
H 0.517 -4.682 -3.667
H 0.405 -0.755 3.298
H -2.159 1.600 -4.125
H -0.877 2.215 4.174
H 2.478 -1.686 -3.209
H -0.321 -4.241 -1.161
H -0.590 1.870 -1.077
H -1.681 3.035 -3.193
H 2.479 -2.163 3.289
H 0.159 4.064 3.003
H -0.166 0.677 -3.513
H 1.290 0.529 2.466
H -2.021 4.692 4.095
H -2.443 2.731 2.114
H 2.775 -0.614 4.117
H 0.743 -2.057 1.478
H -0.004 2.957 1.618
H 3.248 -0.887 1.375
*
```

HOMO level in eV: -11.94
HOMO-LUMO gap in Ha: 0.220
Strongest force on any atom in eV/Å: 3.599
Calculated total energy in eV: -42899.62658

Atomic partial charges in e from the Löwdin method, atoms 1 to 6: 1.047, 0.819, -0.256, -0.060, -0.232, -0.067


The following is a quantum chemistry calculation of a structure of composition C33H35NO6P2Yb at a distorted geometry, from the Open Molecules 2025 dataset.

```
! wB97M-V def2-TZVPD RIJCOSX def2/J DEFGRID3
* xyz 1 2
Yb 2.077 -1.172 -0.579
P -2.176 1.113 0.564
P 0.149 0.490 1.562
O -0.002 -1.342 -0.713
O 0.613 -3.430 -0.456
O 1.504 0.071 -2.518
O 2.446 -5.371 -0.862
O 1.584 -2.676 -2.960
O 3.081 -3.241 -0.577
N 2.178 1.228 -4.302
C -0.865 1.604 -0.672
C -1.103 1.367 3.836
C 2.033 -1.458 2.144
C 3.852 0.003 -2.993
C -5.592 2.616 -1.224
C -0.637 3.354 5.086
C 3.128 0.647 1.703
C -3.767 -3.056 -0.531
C 2.435 0.436 -3.259
C 0.416 3.639 4.234
C 2.533 -4.125 -1.238
C -3.553 2.157 -0.053
C -4.513 4.366 0.011
C 4.434 -1.314 2.220
C -3.155 -1.381 1.065
C -3.288 -2.254 -1.556
C -3.692 -2.623 0.781
C 0.157 -2.500 -1.154
C -3.515 3.482 0.374
C 0.726 2.776 3.196
C -5.555 3.931 -0.793
C -0.045 1.641 2.976
C -1.390 2.208 4.894
C 0.175 -2.680 -2.674
C 4.359 0.033 1.897
C 2.200 -3.921 -2.714
C 1.939 -0.088 1.825
C 3.271 -2.060 2.356
C 0.428 1.686 0.147
C 4.080 -0.182 -1.465
C -4.607 1.721 -0.842
C -2.772 -1.001 -1.276
C -2.717 -0.551 0.038
H 2.889 1.562 -4.931
H -6.396 2.274 -1.856
H 3.329 -3.092 2.675
H -2.426 -0.370 -2.084
H 0.560 2.698 0.537
H -4.655 0.689 -1.155
H -3.334 -2.601 -2.580
H 1.566 3.005 2.558
H 4.318 0.829 -1.090
H -0.239 -1.806 -3.179
H 3.981 -0.961 -3.498
H -1.717 0.496 3.659
H -0.774 0.840 -1.445
H 3.162 -3.902 -3.244
H -4.190 -4.021 -0.760
H 1.601 -4.759 -3.087
H 4.548 0.713 -3.456
H 1.221 1.491 -4.484
H -4.488 5.387 0.364
H -4.063 -3.251 1.577
H 3.100 1.712 1.506
H -1.119 2.559 -1.139
H 2.663 -5.504 0.077
H -2.205 1.977 5.563
H 5.395 -1.768 2.399
H -3.085 -1.031 2.087
H 5.030 -0.727 -1.364
H -0.295 -3.604 -3.018
H 0.993 4.541 4.374
H -0.871 4.029 5.893
H 5.261 0.621 1.816
H -2.694 3.808 1.000
H -6.341 4.615 -1.078
H 1.109 -2.012 2.319
H 1.313 1.418 -0.454
*
```

HOMO level (alpha / beta) in eV: -9.92 / -9.92
HOMO-LUMO gap (alpha / beta) in Ha: 0.275 / 0.259
Strongest force on any atom in eV/Å: 3.020
Expectation value of S²: 0.751
Calculated total energy in eV: -98667.43527

Atomic partial charges in e from the Löwdin method, atoms 1 to 6: 1.753, 1.018, 0.974, -0.143, 0.046, -0.094